ORCA calculation (ωB97M-V with the def2-TZVPD basis set) on a 10-piece molecular cluster, C40H100O20 overall.

Calculated values
- total charge = 0
- HOMO (eV) = -9.39
- frontier orbital gap (eV) = 9.7
- max |F| (eV Å⁻¹) = 2.75
- SMILES = COCCOC.COCCOC.COCCOC.COCCOC.COCCOC.COCCOC.COCCOC.COCCOC.COCCOC.COCCOC
- energy relative to the best compared isomer or geometry (same formula, charge and spin) (kJ/mol) = 459.79

Last column: Löwdin charge in e.
Atoms and positions in Å:
1 C -4.80033 5.95460 2.40069  -0.100
2 O -5.59001 4.85818 1.90703  -0.192
3 C -6.87152 4.59558 2.48636  -0.181
4 C -6.83293 4.12101 3.95846  -0.190
5 O -6.20000 2.82027 4.14678  -0.176
6 C -6.01695 2.53315 5.51559  -0.122
7 H -4.62817 6.09479 3.46784  0.079
8 H -5.20679 6.88157 1.99619  0.079
9 H -3.81253 5.91427 1.94164  0.082
10 H -7.40165 3.87786 1.86030  0.123
11 H -7.42287 5.52805 2.36558  0.118
12 H -7.84523 4.07320 4.35982  0.116
13 H -6.47754 4.98671 4.51732  0.108
14 H -5.21821 3.19531 5.84972  0.086
15 H -5.63912 1.53393 5.73214  0.085
16 H -6.97136 2.64705 6.02964  0.085
17 C 8.07194 -3.77599 3.47660  -0.100
18 O 8.16121 -2.71444 2.50550  -0.178
19 C 6.86185 -2.28023 2.08623  -0.193
20 C 6.35254 -0.99272 2.81994  -0.221
21 O 6.45772 -1.21561 4.21153  -0.201
22 C 6.38770 -0.01831 5.01747  -0.075
23 H 9.08503 -3.92021 3.85200  0.086
24 H 7.84758 -4.71452 2.96971  0.078
25 H 7.31775 -3.62496 4.24892  0.081
26 H 6.07736 -3.00470 2.30485  0.116
27 H 6.88272 -1.97598 1.03976  0.119
28 H 5.43730 -0.67994 2.31736  0.120
29 H 7.05883 -0.21156 2.53876  0.114
30 H 5.57160 0.62143 4.68162  0.081
31 H 7.35840 0.46755 4.91862  0.088
32 H 6.16437 -0.30144 6.04609  0.084
33 C -0.10475 -8.65177 -2.45673  -0.123
34 O 0.11199 -9.99962 -2.18087  -0.194
35 C 1.13280 -10.32304 -1.22949  -0.176
36 C 2.53497 -10.18509 -1.73525  -0.229
37 O 3.24424 -9.08802 -1.15872  -0.186
38 C 4.20008 -8.48971 -2.09207  -0.086
39 H 0.83071 -8.13936 -2.68134  0.077
40 H -0.48181 -8.08780 -1.60358  0.086
41 H -0.75800 -8.58440 -3.32668  0.092
42 H 0.91893 -11.37070 -1.01791  0.128
43 H 1.04899 -9.63724 -0.38644  0.129
44 H 2.61254 -10.17253 -2.82242  0.124
45 H 3.05568 -11.12238 -1.53919  0.118
46 H 3.70626 -8.12899 -2.99436  0.074
47 H 4.91746 -9.20433 -2.49551  0.081
48 H 4.70850 -7.63431 -1.64723  0.084
49 C 0.60178 -5.61767 5.79029  -0.098
50 O 0.81872 -5.40799 7.19339  -0.183
51 C 1.38554 -4.18039 7.56200  -0.228
52 C 0.67409 -2.91752 7.04858  -0.189
53 O -0.68671 -3.15137 7.32615  -0.199
54 C -1.13727 -2.87010 8.63087  -0.097
55 H 0.31830 -6.67008 5.77645  0.082
56 H 1.54014 -5.61763 5.23568  0.089
57 H -0.27632 -5.18931 5.30703  0.089
58 H 2.41812 -4.14663 7.21456  0.117
59 H 1.33340 -4.33497 8.63972  0.117
60 H 0.93906 -2.82994 5.99492  0.121
61 H 1.01592 -2.02745 7.57683  0.122
62 H -0.43541 -3.32378 9.33063  0.080
63 H -2.15879 -3.24420 8.69912  0.095
64 H -1.14558 -1.81144 8.89022  0.082
65 C -3.25906 9.83949 -5.35423  -0.114
66 O -3.58042 8.46494 -5.43410  -0.192
67 C -2.79073 7.56849 -4.65516  -0.184
68 C -3.16791 6.06586 -4.70614  -0.173
69 O -2.50896 5.39084 -5.80929  -0.207
70 C -3.23004 4.23028 -6.17971  -0.119
71 H -3.58731 10.13991 -4.35919  0.082
72 H -3.81081 10.43849 -6.07872  0.087
73 H -2.19983 10.08340 -5.43575  0.083
74 H -2.68004 7.86862 -3.61316  0.118
75 H -1.79156 7.64993 -5.08310  0.120
76 H -4.22877 5.85758 -4.56725  0.120
77 H -2.75742 5.45826 -3.89966  0.118
78 H -3.25894 3.56644 -5.31566  0.084
79 H -2.62524 3.72120 -6.93014  0.086
80 H -4.19550 4.52301 -6.59236  0.091
81 C -0.45141 -0.50957 -0.38520  -0.103
82 O 0.11475 0.05992 0.80413  -0.169
83 C -0.66743 1.13892 1.21224  -0.225
84 C 0.10002 2.11099 2.08124  -0.239
85 O 0.92628 2.83991 1.27718  -0.172
86 C 1.58092 3.92583 1.87567  -0.113
87 H -0.35830 0.08850 -1.29170  0.086
88 H -1.48461 -0.82281 -0.23533  0.087
89 H 0.14759 -1.39460 -0.59976  0.084
90 H -1.44986 0.70907 1.83765  0.126
91 H -1.10246 1.64334 0.34945  0.128
92 H 0.75376 1.67737 2.83800  0.132
93 H -0.59559 2.75109 2.62392  0.122
94 H 2.06939 4.49312 1.08340  0.086
95 H 2.42354 3.76553 2.54827  0.084
96 H 0.86375 4.59002 2.35794  0.086
97 C -9.14671 -6.47353 -8.58446  -0.111
98 O -8.21935 -5.45936 -8.22787  -0.187
99 C -6.88392 -5.87848 -8.42770  -0.209
100 C -5.85794 -4.77026 -8.07872  -0.180
101 O -5.62433 -4.59585 -6.70071  -0.165
102 C -6.66201 -4.10234 -5.94696  -0.147
103 H -10.17148 -6.26457 -8.27744  0.084
104 H -8.88551 -7.44600 -8.16710  0.085
105 H -9.28235 -6.57143 -9.66155  0.083
106 H -6.68717 -6.03635 -9.48811  0.117
107 H -6.68128 -6.84198 -7.96005  0.126
108 H -6.20264 -3.83777 -8.52564  0.125
109 H -4.91444 -5.03635 -8.55527  0.124
110 H -7.60848 -4.64153 -5.90754  0.077
111 H -7.06156 -3.17535 -6.35826  0.088
112 H -6.38653 -4.00464 -4.89688  0.091
113 C 7.44364 11.77034 2.15110  -0.099
114 O 8.74118 12.39703 2.04591  -0.187
115 C 9.08687 13.26553 3.13260  -0.192
116 C 10.57964 13.70051 3.11655  -0.216
117 O 11.41940 12.61271 3.35252  -0.180
118 C 12.78035 12.95632 3.25745  -0.109
119 H 7.53432 10.78746 2.61350  0.080
120 H 7.20262 11.54604 1.11201  0.082
121 H 6.60966 12.28374 2.62965  0.083
122 H 8.81084 12.76509 4.06075  0.117
123 H 8.44082 14.14342 3.12747  0.116
124 H 10.78720 14.48409 3.84527  0.125
125 H 10.71359 14.08091 2.10391  0.121
126 H 13.17816 13.36228 4.18753  0.086
127 H 12.88837 13.62684 2.40490  0.086
128 H 13.34466 12.04684 3.05128  0.088
129 C -6.33974 -5.68822 2.87649  -0.152
130 O -7.20483 -6.11231 1.89804  -0.184
131 C -6.85725 -7.39991 1.41439  -0.208
132 C -7.92825 -7.94122 0.45942  -0.160
133 O -7.56185 -9.32517 0.07195  -0.196
134 C -8.15660 -9.74931 -1.14791  -0.116
135 H -6.74884 -4.73311 3.20586  0.088
136 H -5.31210 -5.43950 2.61155  0.091
137 H -6.43736 -6.33889 3.74553  0.090
138 H -6.77102 -8.07882 2.26278  0.125
139 H -5.92362 -7.27525 0.86585  0.128
140 H -8.00522 -7.24771 -0.37797  0.120
141 H -8.85119 -7.82979 1.02851  0.121
142 H -8.02900 -10.82877 -1.22906  0.086
143 H -7.74888 -9.15373 -1.96471  0.086
144 H -9.23791 -9.63589 -1.07038  0.080
145 C 4.48613 -0.09149 -4.84589  -0.081
146 O 4.34238 1.20461 -5.45699  -0.196
147 C 3.39824 2.07693 -4.87509  -0.216
148 C 3.79078 2.65018 -3.49165  -0.169
149 O 5.17639 3.05316 -3.34518  -0.182
150 C 5.48872 4.18284 -4.12539  -0.123
151 H 4.43465 -0.01950 -3.75948  0.080
152 H 5.47182 -0.43845 -5.15595  0.089
153 H 3.77704 -0.84175 -5.19573  0.080
154 H 2.46744 1.51199 -4.82467  0.121
155 H 3.29739 2.86957 -5.61647  0.116
156 H 3.57081 1.80898 -2.83431  0.110
157 H 3.21846 3.54330 -3.24086  0.118
158 H 4.81822 5.02544 -3.95643  0.081
159 H 5.34686 3.95631 -5.18211  0.081
160 H 6.50264 4.54459 -3.95444  0.090

Forces on atoms 1 to 2 (eV/Å):
C -0.5 0.2 -1.0
O 0.7 -0.5 0.6